# 1
Here is C48H44N2OP2PtSTe as an isolated structure from the OMol25 dataset. Energies are from ωB97M-V/def2-TZVPD.

Summary:
multiplicity	3
M	1081.59	g mol⁻¹
HOMO energy (alpha / beta)	-5.71 / -7.55	eV
LUMO level (alpha / beta)	0.01 / -2.02	eV
HOMO-LUMO gap (alpha / beta)	5.72 / 5.53	eV
total charge	0

Geometry as XYZ:
```
100
C48H44N2OP2PtSTe | the OMol25 dataset | ωB97M-V/def2-TZVPD
H -18.4429 -6.1927 12.6255
C -18.1017 -9.1891 15.7355
H -27.1629 -8.7198 12.4390
C -19.8580 -13.2177 11.6205
C -16.9916 -7.4562 10.5320
C -21.5639 -6.8796 14.8420
H -13.1502 -13.2601 12.9610
C -21.1249 -12.5671 11.6589
C -26.3057 -8.0775 12.7648
H -16.8536 -7.0274 7.1472
H -16.7766 -5.7799 9.2596
C -21.2634 -5.5726 14.5035
C -19.2940 -6.3664 13.2858
H -20.5978 -14.9407 10.5682
H -21.9207 -4.7831 14.8596
H -25.7147 -10.2913 15.4129
C -25.3897 -8.8550 13.7803
C -23.1594 -5.9182 9.9281
H -17.2339 -7.2051 16.1982
C -20.1864 -5.3293 13.6236
H -18.3112 -9.5700 19.6001
H -16.8201 -12.9916 13.0198
C -14.0008 -3.7855 12.7268
H -22.3996 -7.0472 15.4852
C -24.9286 -12.1379 11.9558
C -13.9062 -6.1820 11.4590
C -18.6478 -15.3045 11.3688
C -14.0643 -10.2662 10.7897
H -20.9965 -8.9632 14.7602
C -14.3354 -6.1757 12.8029
C -17.0674 -8.8986 10.5815
C -26.2602 -9.5169 14.8283
H -17.4337 -7.4204 18.5429
H -16.6957 -15.3502 12.2787
C -17.2278 -8.9428 8.1453
C -16.5466 -8.6093 13.3169
H -13.8706 -7.0834 10.8390
C -19.7832 -14.5202 11.1505
H -14.1694 -9.3246 10.2588
H -16.9114 -6.8325 11.4643
H -25.5975 -12.9882 11.7067
C -24.4499 -7.8052 14.3769
C -14.9975 -10.6562 11.7819
H -22.3169 -6.1002 9.2342
Te -14.7138 -7.9924 13.9236
H -23.7272 -6.8517 10.0340
N -21.3776 -11.3679 12.1536
Pt -18.6493 -10.6231 12.6397
C -12.7468 -12.2764 11.1349
C -13.6060 -4.9821 10.8534
C -14.6372 -11.7145 12.6367
P -16.6107 -9.8006 12.0218
N -13.6316 -3.7964 11.4345
H -20.0803 -4.3564 13.1537
C -20.7274 -7.9337 14.4192
H -14.0629 -2.7960 13.1656
P -18.1590 -8.8525 13.9967
H -23.7603 -8.2496 15.1288
H -27.1592 -10.0246 14.3715
C -17.6157 -14.7491 12.0596
H -17.1402 -10.6995 9.4854
H -26.6566 -8.7067 15.5437
C -17.6441 -13.3856 12.4358
O -22.6872 -5.5006 11.2281
C -24.6852 -9.9589 13.0466
C -16.9983 -7.5493 8.1045
H -23.7747 -5.1778 9.3749
C -25.4607 -11.0349 12.6200
H -12.5747 -10.8863 9.4530
C -14.3420 -4.9164 13.4510
H -25.7448 -7.7212 11.8700
H -13.3044 -5.0003 9.8074
C -23.3083 -10.0181 12.8770
C -16.9296 -6.8117 9.2917
H -14.6098 -4.8340 14.5203
H -23.7804 -7.3602 13.6010
C -18.7288 -10.2949 16.3427
C -18.7022 -12.5690 12.1520
C -18.7602 -10.4202 17.7154
H -19.1800 -11.0427 15.7059
C -19.4709 -7.6657 13.8177
C -13.0370 -11.0964 10.3891
C -17.2343 -9.6230 9.3675
S -22.6040 -13.4125 11.0648
C -17.7263 -8.2688 17.9468
C -17.7316 -8.1155 16.5607
C -18.2103 -9.4110 18.5379
H -18.5436 -16.2986 10.9349
C -22.7498 -11.1568 12.3279
H -17.4456 -9.4446 7.2523
H -22.8644 -4.5857 11.3808
C -23.5695 -12.1772 11.7709
H -15.1671 -11.9601 13.5906
C -13.4867 -12.4632 12.3226
H -22.6171 -9.2700 13.1416
H -19.2622 -11.2777 18.1620
H -26.5310 -10.9301 12.7141
H -24.9622 -6.9795 14.8943
H -11.9548 -12.9386 10.8358
H -26.7398 -7.2113 13.2853
```


# 2
Here is C48H45BCl2F5MnN7O3S as an isolated structure from the OMol25 dataset. Energies are from ωB97M-V/def2-TZVPD.

Summary:
multiplicity	4
M	1031.65	g mol⁻¹
HOMO energy (alpha / beta)	-7.55 / -7.55	eV
LUMO level (alpha / beta)	-1.59 / -1.05	eV
HOMO-LUMO gap (alpha / beta)	5.97 / 6.50	eV
total charge	0

Geometry as XYZ:
```
113
C48H45BCl2F5MnN7O3S | the OMol25 dataset | ωB97M-V/def2-TZVPD
H -1.2948 -0.0699 2.9204
C -3.9009 -2.0027 1.9257
C -3.6405 -0.5795 -1.9976
C -3.3604 0.9212 -1.9371
H -5.4086 -2.4621 8.2890
N -1.4577 -1.3722 -2.9777
H 2.4190 -5.0438 1.6335
H 0.8542 3.6297 -4.1124
C 1.6981 3.1113 4.4752
N 0.9902 -3.1629 -3.3902
C -2.6637 -1.3556 1.8826
H 3.9607 2.0971 -2.5316
C -2.2575 -0.5640 2.9601
C 1.7684 3.5481 -3.5221
C 4.3202 3.6975 3.8768
S -5.3636 -0.8526 5.5073
C 1.8325 -0.2741 -5.3822
C 0.5961 6.1465 -0.9523
H -5.3544 -1.8993 -2.2894
H 0.5163 -2.7223 -5.5392
H 2.3432 2.8402 6.4880
N 1.0395 3.4050 2.1661
H 0.9234 -5.7717 -0.2316
H -3.8974 1.3749 -1.1012
C 4.2826 -1.1412 -0.3638
F 3.1243 -1.2638 -2.3475
C -0.8107 2.7462 -0.0501
C 2.0189 3.4257 3.1448
C -0.1208 1.3831 0.0170
C 3.9617 3.4103 5.1826
C 1.4075 6.4396 0.1320
H 2.8197 -3.5879 0.7191
H -5.7057 -0.4052 -1.4161
H 0.5345 2.5320 2.0958
C 0.9045 4.2906 1.1200
C 1.7154 -4.2495 -3.6370
H -4.2620 -1.7989 -4.6178
Cl 3.8737 3.8903 1.2330
C -5.3955 -2.5182 6.1725
H -5.6859 -2.3481 3.0595
H 2.0309 -4.4730 -4.6421
N 1.1710 -0.8992 -4.4060
C 2.1855 0.9762 -4.9294
C -4.7257 -1.8519 3.0252
H -0.0700 -4.8206 1.6932
C 2.6454 3.0918 5.4813
C -3.2478 -1.7578 -4.2649
H 4.7087 3.4177 5.9643
O -0.1732 0.6958 -1.0923
C 1.8938 -4.9281 -2.4540
H -1.5162 2.7412 0.7903
C 1.9237 -1.3000 1.0492
C 0.0032 -4.1857 0.8084
C -0.0674 4.9295 -0.9809
H -5.4661 -0.3622 -3.1605
C -1.0155 -1.5211 -0.1676
C 3.3629 3.6711 2.8754
C 1.8365 -1.2318 -0.3399
H -6.5913 -3.5730 7.5800
C 3.0584 -1.2058 -1.0069
C 3.1389 -1.2307 1.7170
H 0.4715 6.8559 -1.7594
C -2.7920 -1.2323 -3.0498
C -3.0785 -0.4317 4.0664
Mn 0.1832 -1.0893 -1.5706
H 2.0022 -0.7662 -6.3253
F 5.4890 -1.0769 1.6588
H -4.2089 -2.6218 1.0930
C 1.7998 2.2480 -2.7182
H -1.3994 2.8079 -0.9615
O -4.8769 -3.4564 5.6374
C 4.3241 -1.1319 1.0160
C 1.5513 5.5271 1.1602
H 2.6183 3.6116 -4.2037
B 0.4079 -2.2182 -4.4580
H 5.3454 3.9138 3.6115
O 0.3834 0.9914 1.0462
F 0.8842 -1.5378 1.8441
H 3.2541 -5.1724 0.0805
H -0.7231 4.7002 -1.8136
H 0.9537 2.2446 -2.0359
H 1.8275 4.4014 -2.8477
F 5.4166 -1.1003 -1.0695
C 2.4888 -4.6227 0.6294
Cl 0.0533 2.7104 4.8701
H -2.2968 1.1058 -1.8161
C -1.8017 -1.4746 0.7493
C 0.0672 3.9826 0.0282
C -5.1269 -0.8334 -2.2353
H 1.9258 7.3884 0.1870
N 0.6742 -3.0926 -2.0664
H 2.4017 -5.8641 -2.2984
C -6.1337 -2.5908 7.4839
H 2.7323 1.7329 -5.4612
H -6.8853 -1.8077 7.5694
C 1.1272 -4.7081 -0.0705
H -3.6927 1.4053 -2.8593
C 3.0815 2.1571 -1.8862
H 3.1752 3.0396 -1.2496
F 3.1694 -1.2959 3.0511
C -2.1187 -2.2051 -4.9130
H 3.0724 1.2761 -1.2400
H 2.1722 5.7664 2.0162
H -3.3700 -1.0216 -1.0394
N -1.0641 -1.9704 -4.1292
C 1.6648 1.0593 -3.6299
H -2.7607 0.1669 4.9104
N 1.0554 -0.0937 -3.3242
H 0.1773 -3.1676 1.1462
H -0.9558 -4.2084 0.2903
H -1.9873 -2.6760 -5.8725
C -4.3129 -1.0707 4.0985
C 1.2243 -4.1801 -1.4839
```